(1)
The following is a quantum chemistry calculation of a structure of composition C21H49N7O7Tl at a distorted geometry, from the OMol25 dataset.

LUMO level, eV: -13.5
E_HOMO, Ha: -0.627
Gap between HOMO and LUMO, Eh: 0.131
Total charge: +3
2S+1: 1

Last column: Löwdin charge in e.
Element x y z (Å)
Tl  0.97  -0.61  -0.39  1.4592
C  -2.10  3.04  -0.37  0.0294
C  -0.71  3.03  0.21  -0.5069
O  -0.02  2.01  0.17  -0.0055
N  -0.31  4.17  0.78  0.0588
C  0.99  4.44  1.37  -0.0275
H  -2.80  2.72  0.41  0.0897
H  -2.13  2.21  -1.08  0.0623
H  -2.47  3.95  -0.83  0.0987
H  -1.01  4.88  0.93  0.1599
H  1.02  4.05  2.39  0.0989
H  1.18  5.51  1.41  0.1047
H  1.80  3.99  0.82  0.0744
C  -3.73  -1.00  0.68  0.0445
C  -3.12  -0.62  -0.64  -0.5015
O  -1.90  -0.40  -0.74  -0.0369
N  -3.93  -0.40  -1.70  0.0467
C  -5.37  -0.62  -1.73  -0.0268
H  -4.63  -1.61  0.56  0.0853
H  -4.07  -0.10  1.18  0.0994
H  -3.03  -1.61  1.24  0.0927
H  -3.55  0.19  -2.42  0.1312
H  -5.87  0.23  -1.28  0.1027
H  -5.63  -1.54  -1.20  0.0884
H  -5.73  -0.73  -2.75  0.0988
C  2.77  -3.94  2.91  0.0489
C  2.44  -2.48  2.78  -0.5106
O  1.77  -2.08  1.80  -0.0397
N  2.86  -1.67  3.75  0.0652
C  2.69  -0.22  3.75  -0.0099
H  3.46  -4.27  2.14  0.1023
H  1.85  -4.54  2.88  0.1022
H  3.11  -4.15  3.93  0.0980
H  3.48  -2.04  4.45  0.1539
H  1.69  0.06  3.46  0.0738
H  3.37  0.27  3.05  0.0710
H  2.94  0.16  4.74  0.1056
C  -1.92  1.43  3.09  0.0392
C  -1.12  0.15  3.04  -0.5051
O  -0.35  -0.10  2.10  -0.0357
N  -1.35  -0.72  4.02  0.0562
C  -0.83  -2.08  4.10  -0.0277
H  -1.27  2.27  2.84  0.0818
H  -2.25  1.66  4.11  0.0998
H  -2.81  1.38  2.47  0.0759
H  -1.95  -0.45  4.78  0.1558
H  -0.29  -2.39  3.21  0.0701
H  -1.67  -2.77  4.14  0.1013
H  -0.19  -2.17  4.97  0.0994
C  -0.42  2.96  -3.64  0.0424
C  -0.66  1.49  -3.41  -0.5079
O  0.01  0.90  -2.56  -0.0260
N  -1.51  0.85  -4.21  0.0428
C  -2.39  1.49  -5.19  -0.0404
H  0.58  3.20  -3.28  0.1044
H  -1.16  3.55  -3.11  0.0931
H  -0.39  3.16  -4.71  0.1024
H  -1.45  -0.16  -4.22  0.1401
H  -1.89  1.73  -6.12  0.1020
H  -2.76  2.42  -4.76  0.0934
H  -3.30  0.91  -5.35  0.0937
C  5.56  -1.06  1.20  0.0285
C  4.68  0.12  0.87  -0.5393
O  3.61  -0.03  0.26  -0.0657
N  5.21  1.32  1.13  0.0463
C  4.43  2.55  1.05  -0.0411
H  5.42  -1.94  0.58  0.0958
H  5.46  -1.29  2.26  0.0880
H  6.60  -0.75  1.04  0.1008
H  6.00  1.35  1.76  0.1555
H  4.83  3.33  1.69  0.1009
H  3.36  2.35  1.13  0.0618
H  4.59  2.96  0.04  0.1044
C  1.24  -3.19  -4.46  0.0383
C  0.27  -3.02  -3.33  -0.5082
O  0.67  -2.52  -2.27  -0.0602
N  -0.97  -3.46  -3.51  0.0662
C  -2.06  -3.14  -2.61  -0.0363
H  1.40  -2.19  -4.89  0.1030
H  0.87  -3.81  -5.28  0.0965
H  2.21  -3.51  -4.10  0.1026
H  -1.22  -3.80  -4.42  0.1597
H  -2.54  -2.23  -2.97  0.0756
H  -1.76  -3.07  -1.56  0.0872
H  -2.78  -3.95  -2.60  0.1073

(2)
The following is a quantum chemistry calculation of a structure of composition C21H50Cl4O18P3Pb at a distorted geometry, from the OMol25 dataset.

LUMO level (spin up / spin down), eV: 0.4 / 0.4
E_HOMO (spin up / spin down), Ha: -0.141 / -0.305
Gap between HOMO and LUMO (spin up / spin down), Eh: 0.156 / 0.320
Total charge: 0
Expectation value of S²: 0.753
2S+1: 2

Last column: Löwdin charge in e.
Element x y z (Å)
Pb  9.47  17.66  -19.04  1.2511
C  9.02  13.24  -20.37  -0.0037
C  8.82  14.65  -19.73  -0.7629
O  9.21  15.00  -18.60  -0.1453
O  8.42  15.52  -20.52  -0.1354
H  9.88  12.72  -19.95  0.0270
H  9.08  13.28  -21.46  0.0303
H  8.21  12.52  -20.27  0.0379
C  9.88  10.14  -16.80  -1.0224
Cl  10.94  11.06  -17.89  0.5102
Cl  10.35  10.44  -15.13  0.5177
H  8.86  10.48  -16.98  0.0226
H  10.04  9.11  -17.12  0.0252
C  5.12  12.73  -20.22  -0.9140
Cl  3.65  13.80  -20.46  0.5093
Cl  5.54  11.79  -21.70  0.5396
H  5.93  13.29  -19.75  0.0173
H  4.82  11.98  -19.49  0.0147
C  14.55  18.79  -18.15  -0.0743
O  14.42  17.34  -18.30  -0.2132
P  13.25  16.72  -19.25  0.4411
O  11.84  16.92  -18.73  -0.4482
O  13.67  17.40  -20.62  -0.2038
C  12.99  17.22  -21.83  -0.0919
O  13.74  15.26  -19.40  -0.1770
C  12.99  14.13  -19.66  -0.0941
H  15.42  19.26  -18.60  0.0896
H  14.46  19.00  -17.08  0.0892
H  13.66  19.27  -18.56  0.0747
H  13.63  17.17  -22.72  0.0969
H  12.34  18.07  -22.05  0.0704
H  12.41  16.30  -21.79  0.0894
H  13.15  13.47  -18.81  0.0977
H  13.33  13.72  -20.61  0.0960
H  11.94  14.32  -19.88  0.0803
C  2.96  17.05  -18.07  -0.0800
O  4.31  17.63  -17.89  -0.2280
P  5.48  17.05  -18.90  0.5166
O  6.82  17.71  -18.78  -0.4252
O  5.68  15.53  -18.39  -0.2657
C  6.22  15.26  -17.12  -0.1086
O  4.76  16.86  -20.35  -0.2401
C  5.48  17.57  -21.39  -0.0903
H  2.48  16.82  -17.12  0.0843
H  2.78  16.21  -18.74  0.0630
H  2.45  17.95  -18.40  0.0852
H  5.35  15.21  -16.46  0.0855
H  7.07  15.79  -16.70  0.0948
H  6.47  14.20  -17.14  0.0851
H  6.45  17.97  -21.08  0.0602
H  4.91  18.32  -21.95  0.0914
H  5.74  16.77  -22.08  0.0851
C  10.65  20.88  -22.62  -0.1631
O  10.63  19.69  -23.29  -0.2267
P  9.43  18.59  -23.00  0.5736
O  9.32  18.12  -21.57  -0.4351
O  8.05  19.34  -23.61  -0.2698
C  7.97  20.03  -24.92  -0.0561
O  9.62  17.36  -24.06  -0.2324
C  8.92  16.18  -23.93  -0.1190
H  9.80  21.02  -21.95  0.0912
H  10.73  21.74  -23.27  0.0932
H  11.47  20.99  -21.90  0.0894
H  8.48  20.99  -24.83  0.0791
H  6.95  20.05  -25.31  0.0873
H  8.52  19.40  -25.62  0.0786
H  8.86  15.56  -24.83  0.0981
H  8.05  16.31  -23.28  0.0813
H  9.56  15.62  -23.25  0.0756
O  10.65  11.78  -25.78  0.0955
C  10.28  11.37  -24.70  -0.5069
O  10.25  10.09  -24.35  -0.0259
C  10.85  9.07  -25.04  -0.2132
C  10.89  7.71  -24.23  -0.0533
C  9.58  12.27  -23.68  0.0170
H  11.88  9.36  -25.20  0.1262
H  10.26  8.97  -25.95  0.1308
H  11.38  7.65  -23.26  0.0654
H  11.58  7.11  -24.81  0.0638
H  10.00  7.09  -24.18  0.0672
H  9.01  11.72  -22.93  0.0561
H  8.81  12.90  -24.12  0.0886
H  10.32  12.87  -23.16  0.0831
O  6.91  8.82  -18.29  0.0689
C  6.41  8.84  -19.42  -0.4980
O  7.12  8.94  -20.55  -0.0220
C  8.45  9.31  -20.51  -0.2652
C  9.44  8.16  -20.53  -0.0587
C  4.95  8.79  -19.78  0.0095
H  8.59  10.06  -19.74  0.1020
H  8.73  9.71  -21.48  0.1107
H  10.48  8.48  -20.53  0.0797
H  9.14  7.58  -21.40  0.0768
H  9.40  7.53  -19.64  0.0730
H  4.67  9.50  -20.56  0.0439
H  4.31  8.77  -18.91  0.0916
H  4.80  7.78  -20.16  0.0926

(3)
The following is a quantum chemistry calculation of a structure of composition C21H51F2NNbO, from the OMol25 dataset.

LUMO level, eV: 2.2
E_HOMO, Ha: -0.169
Gap between HOMO and LUMO, Eh: 0.251
Total charge: -1
2S+1: 1

Last column: Löwdin charge in e.
Element x y z (Å)
C  -1.79  3.68  -8.36  -0.0812
C  -1.05  4.36  -7.22  -0.5043
F  0.07  4.99  -7.81  -0.1087
C  -0.64  3.44  -6.09  -0.3189
Nb  1.17  3.70  -4.71  1.1728
C  0.72  4.44  -2.64  -0.3887
C  -0.75  4.86  -2.56  -0.3113
C  -1.23  5.20  -1.17  -0.2340
F  -0.41  6.17  -0.57  -0.0837
C  1.29  1.49  -4.21  -0.3242
C  1.75  1.06  -2.82  -0.5014
O  0.69  0.45  -2.04  -0.0846
C  2.96  0.12  -2.88  -0.2707
N  3.61  -0.16  -1.60  -0.0058
H  -2.58  3.04  -7.97  0.0715
H  -2.24  4.40  -9.06  0.0653
H  -1.08  3.05  -8.92  0.0778
H  -1.65  5.19  -6.83  0.1193
H  -0.47  2.43  -6.51  0.0305
H  -1.50  3.34  -5.41  0.0352
H  2.38  3.60  -6.08  -0.1123
H  1.52  5.50  -4.95  -0.1202
H  2.90  3.66  -4.12  -0.1075
H  0.94  3.65  -1.91  0.0300
H  1.36  5.28  -2.36  0.0197
H  -1.41  4.03  -2.90  0.0924
H  -0.95  5.70  -3.24  0.0960
H  -2.24  5.64  -1.19  0.1046
H  -1.22  4.33  -0.51  0.1112
H  1.95  1.05  -4.98  0.0299
H  0.27  1.08  -4.39  0.0332
H  2.04  1.91  -2.19  0.0934
H  0.24  -0.15  -2.64  0.0683
H  3.69  0.54  -3.57  0.1130
H  2.62  -0.83  -3.31  0.1119
H  2.90  -0.37  -0.91  0.0360
H  4.07  0.68  -1.26  0.0616
C  1.03  -2.51  0.07  -0.1029
C  -0.13  -1.69  0.62  -0.2629
C  -0.72  -2.27  1.90  -0.2308
C  -1.30  -3.68  1.76  -0.2296
C  -2.39  -3.83  0.70  -0.2686
C  -3.61  -2.95  0.95  -0.1122
H  0.73  -3.52  -0.21  0.0661
H  1.45  -2.04  -0.82  0.0473
H  1.84  -2.60  0.80  0.0784
H  -0.90  -1.60  -0.15  0.0989
H  0.21  -0.68  0.81  0.1071
H  -1.50  -1.59  2.27  0.1027
H  0.05  -2.29  2.68  0.0958
H  -1.72  -3.98  2.73  0.0888
H  -0.50  -4.39  1.55  0.1023
H  -2.70  -4.88  0.66  0.1020
H  -1.98  -3.60  -0.29  0.0989
H  -4.05  -3.17  1.93  0.0720
H  -4.38  -3.11  0.20  0.0669
H  -3.35  -1.89  0.93  0.0663
C  -1.88  -3.20  5.67  -0.1111
C  -1.16  -3.13  7.01  -0.2688
C  -0.30  -1.87  7.16  -0.2272
C  0.80  -1.73  6.10  -0.2252
C  1.77  -2.91  6.02  -0.2710
C  2.54  -3.16  7.31  -0.1145
H  -1.17  -3.25  4.85  0.0445
H  -2.52  -4.08  5.60  0.0720
H  -2.51  -2.32  5.51  0.0811
H  -0.54  -4.02  7.14  0.0976
H  -1.89  -3.14  7.83  0.1021
H  0.15  -1.86  8.16  0.0990
H  -0.94  -0.99  7.11  0.1091
H  1.37  -0.82  6.31  0.1109
H  0.35  -1.57  5.12  0.0899
H  2.48  -2.72  5.20  0.1057
H  1.23  -3.81  5.73  0.0978
H  3.10  -2.27  7.60  0.0747
H  3.25  -3.98  7.20  0.0675
H  1.87  -3.41  8.13  0.0630

(4)
The following is a quantum chemistry calculation of a cluster of 10 separate species, C21H51FO12 in total at a distorted geometry, from the OMol25 dataset.

LUMO level, eV: -0.1
SMILES: O=C1OC[C@@H](F)O1.C1CCOC1.C1CCOC1.C1CCOC1.CO.CO.CO.CO.CO.CO
E_HOMO, Ha: -0.354
Gap between HOMO and LUMO, Eh: 0.352
Total charge: 0
2S+1: 1

Last column: Löwdin charge in e.
Element x y z (Å)
O  1.49  6.05  -6.24  0.1222
C  2.26  5.77  -5.31  -0.4546
O  2.67  6.56  -4.25  0.0619
C  3.65  5.94  -3.51  -0.1006
C  3.44  4.45  -3.86  -0.3321
F  2.55  4.02  -3.03  0.1225
O  2.71  4.51  -5.10  0.1256
H  4.65  6.22  -3.83  0.1373
H  3.44  6.14  -2.46  0.1464
H  4.36  3.88  -3.75  0.1711
C  -0.25  -5.98  0.30  -0.1958
C  -1.62  -6.46  0.66  -0.1901
C  -1.34  -7.79  1.35  -0.1521
O  -0.26  -8.30  0.49  -0.1626
C  0.59  -7.25  0.04  -0.1960
H  0.21  -5.44  1.13  0.1049
H  -0.19  -5.32  -0.57  0.1054
H  -2.16  -6.63  -0.27  0.1165
H  -2.16  -5.75  1.29  0.1129
H  -2.23  -8.41  1.35  0.1179
H  -0.90  -7.70  2.35  0.1175
H  0.82  -7.35  -1.02  0.1133
H  1.50  -7.14  0.63  0.1086
C  3.09  -2.29  -5.05  -0.1831
C  3.91  -2.03  -3.80  -0.1835
C  5.17  -1.45  -4.38  -0.2444
O  4.71  -0.62  -5.43  -0.1450
C  3.39  -1.09  -5.92  -0.1602
H  2.02  -2.33  -4.83  0.1114
H  3.43  -3.24  -5.47  0.1157
H  4.12  -2.94  -3.24  0.1143
H  3.59  -1.23  -3.14  0.1161
H  5.79  -2.24  -4.80  0.1129
H  5.81  -0.91  -3.68  0.1194
H  3.49  -1.43  -6.95  0.1120
H  2.60  -0.35  -5.87  0.1149
C  -6.00  4.99  2.55  -0.1896
C  -5.86  3.63  1.94  -0.1990
C  -7.25  3.23  1.57  -0.2193
O  -8.06  4.40  1.63  -0.1353
C  -7.20  5.56  1.85  -0.1849
H  -5.11  5.61  2.48  0.1158
H  -6.20  4.84  3.61  0.1153
H  -5.45  2.83  2.56  0.1114
H  -5.15  3.68  1.12  0.1110
H  -7.65  2.51  2.28  0.1185
H  -7.33  2.87  0.55  0.1190
H  -7.68  6.36  2.41  0.1208
H  -6.84  5.96  0.90  0.1162
C  -0.08  0.31  0.35  -0.1614
O  1.07  0.72  1.12  -0.1245
H  0.17  -0.59  -0.21  0.0766
H  -0.97  0.16  0.95  0.0687
H  -0.40  1.13  -0.28  0.0745
H  1.30  -0.07  1.61  0.0644
C  0.73  6.90  2.75  -0.1838
O  1.51  5.78  3.13  -0.1094
H  -0.32  6.60  2.69  0.0715
H  0.87  7.79  3.36  0.0806
H  0.87  7.27  1.74  0.0664
H  1.27  5.06  2.55  0.0746
C  7.17  -0.39  1.62  -0.1371
O  7.48  -1.77  1.20  -0.1295
H  7.04  -0.27  2.70  0.0674
H  7.88  0.36  1.28  0.0718
H  6.23  -0.12  1.13  0.0699
H  8.43  -1.71  1.13  0.0576
C  -4.62  -2.80  4.70  -0.1434
O  -5.23  -4.04  4.23  -0.1335
H  -3.58  -2.97  4.99  0.0759
H  -4.49  -2.08  3.90  0.0635
H  -5.26  -2.34  5.45  0.0738
H  -6.06  -3.81  3.83  0.0635
C  -4.86  -0.94  -2.16  -0.1605
O  -5.47  -1.10  -3.44  -0.1360
H  -4.26  -1.82  -1.92  0.0712
H  -4.29  -0.04  -2.37  0.0742
H  -5.48  -0.75  -1.28  0.0760
H  -4.85  -1.20  -4.17  0.0752
C  3.16  -1.78  5.32  -0.1698
O  2.99  -2.40  4.06  -0.1232
H  3.23  -2.51  6.12  0.0746
H  4.04  -1.14  5.24  0.0755
H  2.35  -1.12  5.63  0.0752
H  3.88  -2.63  3.80  0.0694

(5)
The following is a quantum chemistry calculation of a cluster of 9 separate species, C21H51N6O15 in total at a distorted geometry, from the OMol25 dataset.

LUMO level, eV: -7.9
E_HOMO, Ha: -0.414
Gap between HOMO and LUMO, Eh: 0.125
Total charge: +3
2S+1: 1

Last column: Löwdin charge in e.
Element x y z (Å)
C  -9.89  -1.96  -2.25  0.0393
C  -8.78  -3.05  -2.11  -0.2980
O  -7.65  -2.88  -1.65  0.1568
N  -9.15  -4.41  -2.83  0.1112
H  -8.71  -5.25  -2.46  0.1801
H  -10.14  -4.59  -2.76  0.1622
C  -8.86  -4.20  -4.32  0.0308
H  -10.81  -2.36  -1.83  0.0926
H  -10.08  -1.82  -3.32  0.0717
H  -9.51  -1.07  -1.75  0.0878
H  -9.50  -3.47  -4.83  0.0991
H  -9.06  -5.16  -4.80  0.1127
H  -7.82  -3.96  -4.52  0.1168
C  -15.67  0.70  2.97  0.0509
C  -14.86  0.74  1.63  -0.2843
O  -14.72  1.78  0.94  0.1134
N  -14.35  -0.57  1.09  0.0936
H  -13.38  -0.52  0.79  0.0987
H  -14.27  -1.29  1.78  0.1634
C  -15.14  -1.16  -0.05  0.0405
H  -16.26  1.59  3.15  0.1038
H  -14.98  0.57  3.80  0.0942
H  -16.27  -0.20  2.82  0.0942
H  -15.94  -0.48  -0.33  0.1086
H  -15.61  -2.14  -0.01  0.1089
H  -14.38  -1.30  -0.82  0.1065
C  -12.79  4.14  1.23  0.0386
C  -12.59  5.52  1.84  -0.3885
O  -12.19  6.46  1.25  0.2070
N  -12.85  5.56  3.33  0.1058
H  -13.03  4.67  3.77  0.1677
H  -12.10  5.91  3.91  0.1877
C  -14.05  6.49  3.49  0.0370
H  -12.99  3.29  1.89  0.0705
H  -12.04  3.84  0.49  0.0921
H  -13.66  4.26  0.59  0.1109
H  -13.80  7.52  3.23  0.1177
H  -14.24  6.57  4.56  0.1103
H  -14.90  6.07  2.96  0.1182
C  -6.03  6.91  -2.77  0.0306
C  -6.08  5.39  -2.85  -0.2698
O  -5.10  4.69  -3.22  0.1287
N  -7.48  4.67  -2.69  0.0914
H  -8.19  5.39  -2.71  0.1617
H  -7.51  4.13  -3.54  0.1486
C  -7.61  3.75  -1.47  0.0293
H  -5.13  7.39  -3.16  0.1108
H  -5.89  7.11  -1.71  0.1112
H  -6.90  7.41  -3.19  0.0945
H  -8.61  3.34  -1.30  0.0844
H  -7.33  4.20  -0.52  0.1052
H  -6.79  3.05  -1.62  0.1116
C  -7.96  -2.36  1.74  0.0449
C  -9.11  -2.03  2.67  -0.3753
O  -9.06  -1.42  3.67  0.2235
N  -10.52  -2.20  2.10  0.1007
H  -11.14  -1.85  2.82  0.1631
H  -10.67  -1.48  1.40  0.1093
C  -10.81  -3.65  1.68  0.0350
H  -7.11  -2.79  2.27  0.1153
H  -7.43  -1.46  1.43  0.1087
H  -8.28  -3.00  0.91  0.0454
H  -10.71  -4.18  2.63  0.1159
H  -10.24  -3.98  0.81  0.0809
H  -11.87  -3.80  1.46  0.0867
C  -10.19  1.28  -3.95  0.0358
C  -10.50  1.75  -5.37  -0.3630
O  -11.41  2.51  -5.51  0.2151
N  -9.42  1.54  -6.43  0.0977
H  -8.63  2.08  -6.10  0.1698
H  -9.14  0.57  -6.33  0.1612
C  -9.87  1.86  -7.91  0.0904
H  -9.50  2.01  -3.52  0.0850
H  -9.65  0.34  -3.89  0.0603
H  -11.05  1.29  -3.28  0.0974
H  -10.52  1.07  -8.28  0.1151
H  -8.90  1.81  -8.41  0.1030
H  -10.26  2.88  -7.87  0.1088
O  -15.66  1.65  -1.72  0.0547
C  -14.70  1.90  -2.61  -0.9438
O  -13.58  1.90  -2.08  -0.0724
O  -14.97  2.19  -3.72  0.0643
H  -14.95  1.53  -1.09  0.0115
O  -10.88  1.98  -0.65  0.1275
C  -10.72  0.83  -0.06  -0.8337
O  -9.62  0.45  0.35  0.0072
O  -11.71  0.00  -0.11  -0.1042
H  -11.76  1.64  -0.84  0.0573
O  -8.27  2.63  1.42  -0.0072
C  -7.10  2.38  2.09  -0.9073
O  -7.07  1.23  2.51  -0.0534
O  -6.22  3.19  2.35  -0.0177
H  -8.59  1.75  1.19  0.0176

Number 1: energy -52003.0276 eV. Number 2: energy -142650.1844 eV. Number 3: energy -33123.3249 eV. Number 4: energy -49884.5867 eV. Number 5: energy -62223.2833 eV.